Entry 1:
The following is a quantum chemistry calculation of a gas-phase ion, C4H9N2 (charge +1), from OMol25.

Values from the calculation:
HOMO in eV: -14.669
SMILES: C=NCC(C)=[NH2+]
Max |F| in eV/A: 4.0
Charge: +1

Each line ends with the natural charge from an NBO analysis.
Geometry (Å):
C1 -2.25 -0.94 1.07  -0.019
C2 -0.85 0.31 -0.39  -0.326
C3 0.64 -0.26 -0.34  0.503
C4 1.21 -0.67 1.00  -0.695
N1 -2.20 -0.06 0.14  -0.331
N2 1.29 -0.47 -1.45  -0.648
H1 -3.26 -1.33 1.23  0.210
H2 -1.48 -1.54 1.46  0.152
H3 -0.47 1.34 -0.11  0.256
H4 -0.99 0.36 -1.52  0.215
H5 0.60 -1.66 1.18  0.276
H6 0.98 -0.08 1.84  0.278
H7 2.30 -1.01 0.87  0.254
H8 0.88 -0.28 -2.34  0.433
H9 2.24 -0.85 -1.50  0.441



Entry 2:
The following is a quantum chemistry calculation of 2 unconnected molecules or ions with the total composition C2H2BrN, from OMol25.

Values from the calculation:
HOMO (spin up / spin down) in eV: -11.102 / -9.931
Max |F| in eV/A: 3.9

Each line ends with the Mulliken charge.
Geometry (Å):
C1 -0.32 0.13 0.42  0.187
C2 0.88 -0.05 -0.31  -0.354
N1 0.22 -0.86 0.91  -0.255
Br1 -3.63 0.89 0.34  -0.013
H1 0.90 -0.42 -1.26  0.216
H2 1.95 0.31 -0.11  0.219



Entry 3:
The following is a quantum chemistry calculation of a single C6H8BBrN2 molecule, from OMol25.

Values from the calculation:
HOMO in eV: -7.935
Max |F| in eV/A: 4.8

Each line ends with the natural charge from an NBO analysis.
Geometry (Å):
B1 0.91 0.24 -0.69  0.902
C1 0.81 0.60 -2.11  -0.689
C2 -0.53 0.69 -2.52  -0.095
C3 -1.61 0.17 -1.74  -0.315
C4 -1.44 -0.14 -0.42  0.071
C5 1.01 -0.15 2.15  -0.283
C6 -0.12 -0.87 1.42  0.033
N1 2.18 -0.36 1.44  -0.788
N2 -0.20 -0.30 0.11  -0.659
Br1 -1.78 -0.49 2.53  -0.058
H1 1.65 0.98 -2.65  0.247
H2 -0.62 0.99 -3.55  0.219
H3 -2.70 0.19 -2.01  0.230
H4 -2.38 -0.40 0.02  0.233
H5 0.80 0.87 2.16  0.180
H6 1.25 -0.56 3.14  0.213
H7 -0.06 -1.88 1.27  0.211
H8 2.84 0.44 1.47  0.347



Entry 4:
The following is a quantum chemistry calculation of a molecular structure, C10H25ClIN3OPTb, from OMol25.

Values from the calculation:
HOMO (spin up / spin down) in eV: -15.276 / -14.335
2S+1: 7
Max |F| in eV/A: 4.2
Charge: +2

Each line ends with the Löwdin spin population.
Geometry (Å):
C1 0.17 -2.02 -1.42  0.360
I1 -0.07 3.07 -0.71  0.142
H1 -0.77 -2.61 -1.38  0.017
H2 0.81 -2.36 -0.59  0.015
H3 0.68 -2.28 -2.36  0.026
Tb1 -0.54 0.18 -0.87  5.011
P1 -0.26 0.49 -3.68  -0.183
C2 1.29 1.00 -4.46  -0.027
C3 -0.89 -0.92 -4.64  -0.017
H4 -2.34 1.73 -3.47  0.000
H5 -1.71 1.72 -5.16  -0.006
H6 -0.98 2.80 -3.89  -0.001
C4 -1.44 1.83 -4.10  -0.029
H7 -1.81 -1.29 -4.16  0.000
H8 -1.10 -0.58 -5.66  -0.006
H9 1.11 1.16 -5.53  -0.007
H10 2.04 0.21 -4.31  0.000
H11 -0.14 -1.72 -4.63  0.000
H12 1.64 1.92 -3.98  0.000
C5 2.09 0.42 -1.49  -0.006
O1 3.23 0.59 -1.43  -0.001
Cl1 -3.01 -0.26 -1.14  -0.004
C6 -2.41 0.05 3.19  0.042
N1 -1.04 -0.09 3.62  0.337
C7 -0.78 -0.12 5.05  0.036
C8 -0.08 -0.15 2.65  0.001
N2 -0.48 -0.11 1.37  -0.051
N3 1.24 -0.22 2.88  0.191
C9 1.96 -0.45 4.14  0.024
C10 2.11 -0.09 1.72  0.026
H13 -3.07 0.08 4.06  0.000
H14 -2.69 -0.80 2.56  0.018
H15 -2.52 0.99 2.63  0.019
H16 -0.44 -1.12 5.36  0.018
H17 -0.10 0.69 5.34  0.013
H18 -1.75 0.06 5.53  0.000
H19 -1.51 -0.06 1.33  -0.003
H20 2.62 -1.33 4.00  0.009
H21 2.59 0.42 4.37  0.011
H22 1.31 -0.65 4.99  0.000
H23 1.90 -0.90 0.99  0.011
H24 1.96 0.88 1.22  0.011
H25 3.16 -0.17 2.04  0.001



Entry 5:
The following is a quantum chemistry calculation of a single C15H21ClN2O2S molecule, from OMol25.

Values from the calculation:
HOMO in eV: -7.735
SMILES: COc1cc(NC(=S)N2CCCC[C@@H]2C)c(OC)cc1Cl
Max |F| in eV/A: 0.7

Each line ends with the natural charge from an NBO analysis.
Geometry (Å):
C1 -4.38 -2.90 0.76  -0.252
H1 -4.15 -3.01 1.83  0.177
O1 -4.50 -1.55 0.40  -0.481
C2 -3.42 -0.74 0.56  0.272
C3 -2.18 -1.14 1.05  -0.312
C4 -1.13 -0.25 1.18  0.185
C5 -1.31 1.11 0.85  0.242
C6 -2.54 1.51 0.36  -0.284
C7 -3.57 0.60 0.21  -0.072
Cl1 -5.09 1.14 -0.41  0.022
H2 -2.72 2.54 0.09  0.237
O2 -0.26 1.94 1.07  -0.498
C8 -0.44 3.33 0.91  -0.249
H3 -1.25 3.70 1.54  0.182
H4 -0.65 3.59 -0.14  0.174
H5 0.50 3.78 1.21  0.208
N1 0.09 -0.72 1.70  -0.655
C9 1.34 -0.19 1.48  0.329
N2 1.68 0.19 0.24  -0.436
C10 2.96 0.83 0.03  -0.226
C11 3.98 -0.16 -0.52  -0.412
C12 3.46 -0.78 -1.81  -0.401
C13 2.08 -1.40 -1.56  -0.406
H6 1.67 -1.79 -2.49  0.211
H7 2.20 -2.23 -0.86  0.208
C14 1.09 -0.39 -0.95  -0.038
H8 0.20 -0.95 -0.65  0.222
C15 0.65 0.67 -1.96  -0.620
H9 0.10 0.19 -2.77  0.217
H10 -0.01 1.39 -1.48  0.217
H11 1.49 1.20 -2.39  0.204
H12 3.39 -0.01 -2.58  0.192
H13 4.14 -1.55 -2.17  0.213
H14 4.93 0.35 -0.69  0.212
H15 4.15 -0.94 0.23  0.216
H16 3.30 1.24 0.98  0.252
H17 2.82 1.66 -0.68  0.188
S1 2.37 -0.15 2.78  -0.269
H18 0.02 -1.19 2.59  0.423
H19 -2.01 -2.17 1.33  0.227
H20 -3.62 -3.41 0.17  0.176
H21 -5.36 -3.34 0.56  0.206



Entry 6:
The following is a quantum chemistry calculation of a molecular structure, C13H20NO6PtTe, from OMol25.

Values from the calculation:
HOMO (spin up / spin down) in eV: -10.884 / -12.241
2S+1: 5
Max |F| in eV/A: 1.3
Charge: +1

Each line ends with the Löwdin spin population.
Geometry (Å):
Pt1 -0.62 -0.43 -0.73  1.561
O1 1.41 0.24 3.03  0.441
C1 0.74 0.45 2.04  0.117
O2 -0.20 -0.16 1.49  0.184
C2 1.21 1.86 1.30  0.167
C3 0.06 2.48 0.49  0.027
C4 0.46 3.93 0.20  0.021
C5 1.58 3.73 -0.85  0.003
C6 1.58 2.20 -1.00  0.014
O3 0.20 1.86 -0.79  0.036
C7 2.25 1.58 0.23  0.037
C8 2.47 0.01 0.01  0.034
O4 3.35 -0.51 0.65  0.067
O5 1.68 -0.53 -0.85  0.115
H1 1.55 2.47 2.12  0.002
H2 -0.94 2.33 0.89  0.000
H3 0.79 4.47 1.09  0.001
H4 -0.39 4.45 -0.23  0.005
H5 2.55 4.10 -0.51  0.000
H6 1.34 4.20 -1.80  0.002
H7 1.92 1.81 -1.96  0.000
H8 3.24 1.96 0.47  0.003
N1 -4.44 1.15 0.52  0.003
C9 -3.40 0.47 0.04  0.009
O6 -2.52 1.03 -0.63  0.133
C10 -3.29 -1.00 0.35  0.032
C11 -2.34 -1.68 -0.63  0.172
H9 -4.52 2.13 0.33  0.000
H10 -5.20 0.69 0.99  0.001
H11 -4.27 -1.47 0.37  0.006
H12 -2.87 -1.06 1.36  0.002
H13 -2.77 -1.73 -1.63  0.025
H14 -2.12 -2.68 -0.28  0.008
C12 -0.05 -4.86 -1.20  0.063
Te1 1.00 -2.99 -1.36  0.607
C13 2.61 -3.67 -0.14  0.063
H15 -0.12 -5.14 -0.15  0.004
H16 0.49 -5.62 -1.75  0.016
H17 -1.05 -4.74 -1.61  0.000
H18 3.19 -4.37 -0.74  0.016
H19 2.21 -4.16 0.74  0.004
H20 3.21 -2.80 0.13  0.001



Question: Which value of max |F| does entry 4 give?
Answer: 4.2 eV/A



Copy entry 5 word for word.
The following is a quantum chemistry calculation of a single C15H21ClN2O2S molecule, from OMol25.

Values from the calculation:
HOMO in eV: -7.735
SMILES: COc1cc(NC(=S)N2CCCC[C@@H]2C)c(OC)cc1Cl
Max |F| in eV/A: 0.7

Each line ends with the natural charge from an NBO analysis.
Geometry (Å):
C1 -4.38 -2.90 0.76  -0.252
H1 -4.15 -3.01 1.83  0.177
O1 -4.50 -1.55 0.40  -0.481
C2 -3.42 -0.74 0.56  0.272
C3 -2.18 -1.14 1.05  -0.312
C4 -1.13 -0.25 1.18  0.185
C5 -1.31 1.11 0.85  0.242
C6 -2.54 1.51 0.36  -0.284
C7 -3.57 0.60 0.21  -0.072
Cl1 -5.09 1.14 -0.41  0.022
H2 -2.72 2.54 0.09  0.237
O2 -0.26 1.94 1.07  -0.498
C8 -0.44 3.33 0.91  -0.249
H3 -1.25 3.70 1.54  0.182
H4 -0.65 3.59 -0.14  0.174
H5 0.50 3.78 1.21  0.208
N1 0.09 -0.72 1.70  -0.655
C9 1.34 -0.19 1.48  0.329
N2 1.68 0.19 0.24  -0.436
C10 2.96 0.83 0.03  -0.226
C11 3.98 -0.16 -0.52  -0.412
C12 3.46 -0.78 -1.81  -0.401
C13 2.08 -1.40 -1.56  -0.406
H6 1.67 -1.79 -2.49  0.211
H7 2.20 -2.23 -0.86  0.208
C14 1.09 -0.39 -0.95  -0.038
H8 0.20 -0.95 -0.65  0.222
C15 0.65 0.67 -1.96  -0.620
H9 0.10 0.19 -2.77  0.217
H10 -0.01 1.39 -1.48  0.217
H11 1.49 1.20 -2.39  0.204
H12 3.39 -0.01 -2.58  0.192
H13 4.14 -1.55 -2.17  0.213
H14 4.93 0.35 -0.69  0.212
H15 4.15 -0.94 0.23  0.216
H16 3.30 1.24 0.98  0.252
H17 2.82 1.66 -0.68  0.188
S1 2.37 -0.15 2.78  -0.269
H18 0.02 -1.19 2.59  0.423
H19 -2.01 -2.17 1.33  0.227
H20 -3.62 -3.41 0.17  0.176
H21 -5.36 -3.34 0.56  0.206



Question: The highest max |F| belongs to which entry?
Answer: C6H8BBrN2



Question: Which of these has the highest max |F|?
Answer: C6H8BBrN2